# 1
{
  "formula": "C41H57N4O6Ti",
  "method": "ωB97M-V with the def2-TZVPD basis set",
  "s_squared": 2.026,
  "homo_ev": [-3.92, -5.26],
  "total_charge": -1,
  "total_energy_ha": -3116.70509,
  "spin_multiplicity": 3,
  "lumo_ev": [1.864, 0.289],
  "gap_ev": [5.781, 5.545],
  "symbols": ["Ti", "C", "C", "C", "C", "C", "C", "C", "N", "C", "C", "C", "C", "C", "C", "O", "C", "C", "C", "C", "C", "C", "C", "C", "C", "O", "C", "C", "C", "C", "C", "C", "H", "H", "H", "H", "H", "H", "H", "H", "H", "H", "H", "H", "H", "H", "H", "H", "H", "H", "H", "H", "H", "H", "H", "H", "H", "H", "H", "H", "H", "H", "H", "H", "H", "H", "H", "H", "H", "H", "H", "H", "O", "C", "O", "C", "C", "C", "N", "C", "C", "C", "O", "O", "H", "H", "H", "C", "C", "N", "C", "C", "C", "C", "N", "H", "H", "H", "H", "H", "H", "H", "H", "H", "H", "H", "H", "H", "H"],
  "positions_angstrom": [[0.315, 0.113, -0.089], [-1.906, 3.024, 6.505], [-0.499, 2.641, 6.022], [-0.041, 1.400, 6.796], [0.482, 3.782, 6.336], [-0.519, 2.405, 4.514], [-0.274, 1.166, 3.965], [-0.278, 0.997, 2.574], [-0.079, -0.142, 1.880], [0.650, -1.221, 2.361], [0.434, -1.918, 3.539], [1.287, -2.953, 3.894], [2.282, -3.302, 2.986], [2.531, -2.646, 1.780], [1.739, -1.521, 1.482], [1.907, -0.667, 0.483], [3.606, -3.235, 0.861], [3.169, -4.657, 0.473], [3.837, -2.450, -0.432], [4.948, -3.291, 1.606], [1.163, -3.700, 5.220], [0.726, -5.148, 4.964], [0.140, -3.049, 6.156], [2.524, -3.686, 5.931], [-0.402, 2.137, 1.690], [-0.140, 1.896, 0.441], [-0.733, 3.388, 2.257], [-0.797, 3.469, 3.643], [-1.019, 4.667, 1.461], [-2.414, 5.190, 1.849], [-1.010, 4.471, -0.057], [0.033, 5.731, 1.806], [-1.903, 3.209, 7.580], [-2.612, 2.220, 6.294], [-2.259, 3.926, 6.006], [0.030, 1.630, 7.860], [0.942, 1.075, 6.457], [-0.746, 0.577, 6.680], [0.556, 3.943, 7.413], [0.160, 4.716, 5.878], [1.472, 3.535, 5.954], [-0.059, 0.314, 4.587], [-0.436, -1.681, 4.133], [2.915, -4.143, 3.233], [2.204, -4.633, -0.033], [3.078, -5.301, 1.348], [3.898, -5.100, -0.206], [2.935, -2.410, -1.034], [4.610, -2.946, -1.020], [4.156, -1.430, -0.231], [4.886, -3.901, 2.506], [5.260, -2.285, 1.890], [5.714, -3.719, 0.958], [-0.250, -5.166, 4.481], [0.657, -5.697, 5.905], [1.429, -5.662, 4.311], [-0.867, -3.116, 5.746], [0.384, -2.002, 6.336], [0.141, -3.563, 7.118], [3.271, -4.241, 5.367], [2.450, -4.133, 6.923], [2.879, -2.662, 6.043], [-1.028, 4.434, 4.073], [-3.165, 4.414, 1.700], [-2.682, 6.048, 1.231], [-2.456, 5.501, 2.892], [-1.771, 3.755, -0.358], [-0.051, 4.103, -0.407], [-1.219, 5.424, -0.548], [0.011, 5.988, 2.865], [-0.144, 6.642, 1.233], [1.028, 5.364, 1.561], [0.260, -6.171, -3.105], [0.715, -5.131, -3.600], [1.299, -4.908, -4.666], [0.503, -3.860, -2.706], [-0.242, -3.953, -1.517], [-0.437, -2.825, -0.759], [0.063, -1.624, -1.080], [0.804, -1.531, -2.226], [1.030, -2.632, -3.048], [1.285, -0.161, -2.553], [1.966, 0.084, -3.535], [0.846, 0.756, -1.724], [-0.639, -4.915, -1.226], [-1.012, -2.850, 0.164], [1.619, -2.506, -3.945], [-3.396, 0.944, -3.532], [-2.920, 2.017, -2.552], [-3.422, 1.836, -1.195], [-4.574, 2.619, -0.787], [-5.907, 1.913, -1.042], [-2.819, 0.940, -0.372], [-3.288, 0.846, 1.054], [-1.873, 0.145, -0.736], [-2.970, 1.135, -4.515], [-4.482, 0.952, -3.618], [-3.088, -0.049, -3.212], [-3.258, 2.994, -2.900], [-1.825, 2.043, -2.515], [-4.554, 3.558, -1.343], [-4.488, 2.867, 0.272], [-6.007, 1.647, -2.092], [-6.734, 2.568, -0.774], [-5.981, 1.000, -0.455], [-3.079, 1.770, 1.595], [-2.731, 0.040, 1.525], [-4.354, 0.633, 1.118], [-1.634, 0.226, -1.722]],
  "forces_ev_per_angstrom": [[-1.418, -0.231, 0.890], [0.110, -0.002, -0.068], [0.018, 0.034, 0.181], [-0.042, 0.122, -0.119], [-0.074, -0.085, -0.056], [0.076, -0.788, 0.171], [0.002, 0.346, 0.563], [-0.004, -0.703, -0.554], [-0.187, 0.713, 2.252], [0.434, -0.613, 0.188], [-0.038, -0.036, -0.141], [-0.021, -0.018, -0.014], [-0.054, 0.101, 0.067], [-0.047, 0.173, -0.261], [-0.238, -0.290, 0.960], [1.520, -0.573, 0.536], [0.144, -0.031, -0.017], [0.047, 0.114, 0.054], [-0.030, 0.052, 0.084], [-0.138, -0.010, -0.024], [-0.006, -0.100, 0.079], [0.027, 0.110, 0.033], [0.097, -0.074, -0.124], [-0.079, 0.013, -0.031], [0.096, -0.176, -0.322], [-0.691, 2.579, 1.264], [-0.197, 0.405, 0.254], [0.076, 0.172, -0.647], [-0.064, 0.133, -0.113], [0.113, -0.033, 0.007], [0.071, -0.032, 0.065], [-0.032, -0.078, -0.017], [0.006, 0.011, 0.040], [-0.041, -0.022, -0.005], [-0.054, 0.051, -0.020], [-0.034, 0.044, 0.019], [0.040, -0.077, 0.007], [0.007, -0.077, -0.015], [-0.027, -0.011, 0.052], [0.035, 0.081, -0.022], [0.069, 0.038, 0.000], [0.013, -0.037, 0.043], [-0.004, 0.067, 0.084], [0.034, -0.078, -0.013], [-0.029, -0.020, -0.055], [-0.003, -0.062, 0.030], [0.031, -0.043, -0.043], [-0.044, 0.022, -0.076], [0.027, -0.072, 0.010], [-0.010, 0.046, -0.026], [0.056, -0.023, 0.069], [0.052, 0.037, 0.042], [0.049, -0.033, -0.030], [-0.062, -0.027, -0.032], [0.006, -0.067, 0.042], [0.056, -0.047, -0.025], [-0.089, 0.064, -0.004], [-0.026, 0.094, 0.015], [0.002, -0.049, 0.029], [0.080, -0.024, -0.028], [-0.037, -0.070, 0.044], [0.041, 0.062, 0.018], [-0.031, 0.044, 0.051], [-0.069, -0.039, -0.032], [0.009, 0.057, -0.030], [-0.034, 0.018, 0.061], [-0.037, -0.095, -0.098], [0.004, -0.028, -0.070], [-0.045, 0.077, 0.051], [0.035, 0.008, 0.073], [-0.043, 0.047, -0.039], [0.085, -0.003, 0.002], [-0.131, -0.382, 0.102], [-0.072, 0.523, 0.366], [0.185, -0.003, -0.348], [-0.390, -0.599, 0.454], [0.423, 0.025, -0.713], [-0.125, 0.471, 0.418], [0.564, -1.899, -2.303], [-0.753, -1.348, 0.436], [0.126, 0.812, 0.146], [0.466, 1.087, -1.198], [-0.246, -0.466, 0.493], [0.918, 0.739, -2.851], [-0.024, -0.034, -0.036], [0.054, -0.003, -0.066], [-0.023, -0.102, -0.057], [0.087, 0.134, 0.096], [-0.022, -0.189, -0.144], [0.123, 0.080, 0.030], [-0.275, -0.127, 0.053], [0.152, 0.137, 0.012], [-0.245, -0.063, -0.047], [0.182, 0.013, -0.003], [-0.065, 0.091, -0.096], [0.023, -0.039, -0.075], [-0.029, -0.016, -0.026], [-0.024, -0.065, -0.040], [0.079, 0.015, 0.079], [-0.059, 0.057, -0.019], [0.078, -0.013, 0.089], [0.010, 0.052, -0.057], [-0.035, -0.004, -0.065], [-0.092, 0.016, 0.038], [-0.027, -0.072, 0.027], [-0.058, 0.051, 0.031], [-0.056, 0.023, 0.007], [-0.048, 0.013, -0.023], [-0.164, 0.021, 0.029]]
}

# 2
{
  "formula": "C41H58BF2N7O5PtSi2Te2",
  "method": "ωB97M-V with the def2-TZVPD basis set",
  "homo_ev": -12.33,
  "relative_energy_kj_mol": 197.4,
  "total_charge": 2,
  "total_energy_ha": -3815.26220,
  "spin_multiplicity": 1,
  "lumo_ev": -5.548,
  "gap_ev": 6.787,
  "symbols": ["Pt", "C", "C", "N", "C", "C", "N", "C", "N", "N", "N", "C", "C", "C", "C", "C", "C", "H", "H", "H", "H", "H", "H", "H", "H", "H", "H", "H", "C", "Te", "C", "C", "C", "C", "C", "C", "C", "H", "H", "H", "H", "H", "H", "H", "H", "C", "N", "C", "C", "C", "N", "C", "C", "O", "H", "H", "H", "H", "H", "H", "H", "H", "H", "H", "H", "H", "F", "B", "F", "C", "Si", "C", "C", "C", "Te", "C", "Si", "C", "C", "C", "H", "H", "H", "H", "H", "H", "H", "H", "H", "H", "H", "H", "H", "H", "H", "H", "H", "H", "H", "H", "H", "H", "O", "C", "O", "C", "C", "C", "C", "O", "C", "O", "C", "C", "H", "H", "H", "H", "H"],
  "positions_angstrom": [[-0.915, 0.480, -0.246], [2.339, 1.212, -0.472], [1.544, 1.147, -1.727], [0.228, 1.037, -1.808], [-0.133, 1.173, -3.134], [0.993, 1.316, -3.870], [2.046, 1.290, -2.975], [3.460, 1.238, -3.311], [3.953, -0.116, -3.333], [4.399, -0.691, -2.190], [4.706, -1.910, -2.416], [4.459, -2.187, -3.743], [4.634, -3.367, -4.478], [4.289, -3.331, -5.806], [3.790, -2.152, -6.407], [3.619, -0.985, -5.701], [3.967, -1.032, -4.347], [1.664, 1.079, 0.372], [2.815, 2.191, -0.382], [3.127, 0.463, -0.448], [-1.163, 1.155, -3.440], [1.142, 1.438, -4.929], [4.035, 1.803, -2.581], [3.598, 1.684, -4.293], [5.036, -4.258, -4.014], [4.408, -4.215, -6.417], [3.540, -2.173, -7.459], [3.246, -0.089, -6.178], [3.589, -4.125, 0.086], [2.056, -2.669, 0.202], [0.850, -4.281, 0.814], [1.827, -5.218, 1.484], [1.408, -6.148, 2.428], [2.330, -7.006, 3.007], [3.670, -6.931, 2.651], [4.093, -6.000, 1.717], [3.174, -5.144, 1.124], [4.555, -3.665, 0.278], [3.582, -4.505, -0.935], [0.408, -4.682, -0.102], [0.058, -3.903, 1.460], [0.364, -6.203, 2.709], [2.004, -7.728, 3.743], [4.389, -7.596, 3.111], [5.140, -5.937, 1.448], [-2.390, -2.799, 2.569], [-1.826, -1.728, 3.371], [-2.280, -1.623, 4.754], [-1.155, -1.110, 5.626], [-0.645, 0.197, 5.056], [-0.374, 0.072, 3.627], [0.538, 1.057, 3.069], [-0.926, -0.871, 2.835], [-0.614, -0.979, 1.618], [-2.022, -3.772, 2.908], [-2.127, -2.655, 1.525], [-3.477, -2.799, 2.665], [-2.602, -2.612, 5.077], [-3.149, -0.958, 4.811], [-0.348, -1.847, 5.649], [-1.501, -0.963, 6.648], [0.284, 0.489, 5.547], [-1.370, 1.004, 5.215], [1.581, 0.745, 3.177], [0.403, 1.999, 3.602], [0.322, 1.226, 2.014], [-0.950, 3.384, 0.071], [-1.720, 2.309, -0.222], [-2.707, 2.549, -1.121], [-3.739, 5.530, 0.141], [-3.836, 5.131, 1.958], [-2.164, 5.305, 2.782], [-5.120, 6.183, 2.807], [-4.412, 3.326, 2.181], [-2.862, 1.875, 2.053], [-4.075, 0.153, 1.703], [-5.110, -0.073, 0.119], [-3.962, -0.750, -1.195], [-5.932, 1.482, -0.499], [-6.385, -1.363, 0.563], [-3.375, 6.551, 0.009], [-4.725, 5.471, -0.325], [-3.066, 4.866, -0.402], [-1.795, 6.326, 2.667], [-1.415, 4.645, 2.335], [-2.219, 5.095, 3.853], [-4.901, 7.244, 2.670], [-5.154, 5.987, 3.880], [-6.115, 5.997, 2.398], [-5.180, 3.058, 1.462], [-4.812, 3.187, 3.187], [-4.708, 0.062, 2.589], [-3.363, -0.680, 1.743], [-3.248, 0.012, -1.524], [-4.537, -1.074, -2.067], [-3.407, -1.616, -0.821], [-5.211, 2.274, -0.713], [-6.681, 1.856, 0.201], [-6.455, 1.258, -1.433], [-5.915, -2.294, 0.890], [-7.015, -1.597, -0.298], [-7.040, -1.019, 1.366], [1.775, -2.797, -1.765], [0.555, -2.280, -1.957], [-0.030, -1.898, -0.936], [0.035, -2.268, -3.308], [-1.259, -1.784, -3.492], [-1.840, -1.744, -4.754], [-1.070, -2.205, -5.798], [-1.404, -2.272, -7.096], [-0.295, -2.871, -7.785], [0.739, -3.073, -6.817], [0.227, -2.692, -5.617], [0.814, -2.741, -4.388], [-1.815, -1.443, -2.629], [-2.845, -1.379, -4.914], [0.052, -2.189, -8.560], [-0.605, -3.829, -8.200], [1.820, -3.115, -4.251]],
  "forces_ev_per_angstrom": [[0.451, -0.052, 0.247], [0.046, 0.030, -0.030], [0.022, -0.028, -0.023], [-0.344, 0.185, -0.054], [0.073, -0.052, -0.012], [0.021, -0.059, 0.012], [0.046, 0.091, 0.035], [-0.060, -0.099, -0.021], [0.068, 0.035, 0.015], [-0.065, 0.054, 0.035], [-0.087, -0.061, 0.077], [0.026, 0.039, -0.043], [-0.015, 0.006, 0.020], [-0.008, 0.007, -0.002], [0.025, 0.004, -0.019], [-0.005, 0.000, 0.016], [-0.034, -0.006, -0.005], [0.044, -0.008, -0.073], [-0.029, 0.007, 0.007], [0.039, -0.044, -0.012], [0.011, 0.027, -0.006], [0.008, 0.005, 0.005], [-0.002, -0.034, 0.019], [0.010, 0.016, -0.012], [0.001, 0.001, -0.007], [0.003, 0.002, 0.003], [-0.002, -0.006, 0.005], [0.006, 0.003, -0.001], [-0.033, -0.001, 0.048], [0.126, 0.102, -0.202], [-0.024, 0.034, 0.057], [-0.006, 0.001, 0.002], [-0.003, -0.007, -0.001], [0.002, 0.004, -0.002], [-0.001, -0.001, 0.005], [0.019, 0.008, -0.011], [-0.019, 0.033, 0.011], [0.017, 0.010, -0.005], [-0.007, -0.015, -0.032], [-0.012, 0.002, 0.000], [0.054, -0.029, -0.033], [0.002, -0.001, -0.002], [0.000, -0.003, -0.005], [-0.001, 0.000, -0.002], [-0.005, -0.002, 0.003], [-0.045, -0.039, 0.008], [0.055, -0.115, 0.049], [-0.019, 0.006, 0.012], [0.029, 0.025, -0.015], [-0.047, -0.017, 0.054], [0.132, -0.097, -0.099], [-0.013, 0.004, -0.056], [-0.049, 0.002, 0.324], [-0.052, 0.279, -0.277], [-0.005, 0.012, 0.018], [-0.002, -0.002, 0.015], [-0.002, -0.006, 0.002], [0.006, -0.006, -0.013], [-0.013, 0.005, -0.008], [0.006, -0.001, 0.008], [-0.002, 0.012, -0.004], [-0.002, 0.008, -0.009], [-0.009, -0.016, -0.019], [-0.012, -0.014, 0.010], [-0.018, -0.010, -0.006], [-0.022, -0.016, 0.063], [-0.019, -0.025, 0.039], [0.117, -0.093, -0.156], [-0.003, 0.021, 0.048], [0.004, 0.001, 0.005], [-0.016, -0.015, 0.006], [0.005, 0.007, 0.000], [0.023, 0.009, 0.002], [0.080, 0.038, 0.054], [-0.198, -0.065, -0.003], [-0.011, -0.078, 0.001], [0.043, 0.043, 0.034], [-0.031, 0.000, -0.032], [0.004, -0.015, 0.034], [0.000, -0.007, -0.009], [-0.012, -0.001, -0.002], [-0.001, -0.006, 0.004], [-0.007, 0.027, 0.013], [-0.004, -0.002, 0.013], [-0.001, 0.016, -0.013], [-0.001, -0.011, -0.007], [0.000, -0.007, 0.004], [-0.002, -0.001, -0.004], [0.003, 0.003, -0.003], [-0.024, -0.008, -0.073], [-0.034, 0.005, -0.017], [-0.014, 0.037, -0.002], [-0.156, 0.154, -0.033], [0.001, 0.002, 0.018], [0.000, 0.007, -0.002], [0.026, -0.009, -0.005], [-0.002, 0.002, 0.008], [0.011, 0.021, 0.005], [0.007, -0.016, 0.002], [-0.007, -0.007, 0.002], [0.005, -0.005, 0.008], [0.001, 0.002, -0.005], [0.068, -0.013, 0.049], [-0.146, -0.125, -0.025], [-0.020, -0.106, -0.069], [0.065, 0.034, 0.027], [-0.044, -0.069, 0.019], [-0.014, 0.012, 0.004], [0.029, -0.039, -0.017], [0.007, 0.014, -0.010], [-0.020, -0.011, 0.011], [-0.008, 0.014, -0.025], [-0.031, 0.006, 0.005], [0.084, 0.064, 0.028], [-0.006, 0.006, -0.013], [0.000, -0.006, 0.004], [0.008, 0.003, -0.001], [-0.011, -0.004, 0.012], [-0.017, -0.020, 0.001]]
}